No. 1
# C12H14ClN2O9SV

A molecular structure, C12H14ClN2O9SV (ωB97M-V/def2-TZVPD, the Open Molecules 2025 dataset).

Positions of all 40 atoms, in Å:
1 V -0.196 -1.154 1.789
2 O -0.943 -0.251 3.632
3 Cl 0.397 -0.675 4.137
4 O 0.463 -0.610 5.557
5 O 1.372 0.207 3.503
6 O 0.569 -2.072 3.667
7 C -3.339 -3.908 1.036
8 O -2.072 -3.347 1.312
9 C -2.045 -1.943 1.562
10 O -3.141 -1.395 1.587
11 H -3.155 -4.878 0.572
12 H -3.929 -3.275 0.373
13 H -3.918 -4.052 1.955
14 N -1.503 2.459 0.252
15 C -1.943 1.692 -0.810
16 C -1.553 0.424 -0.529
17 N -0.864 0.407 0.666
18 C -0.852 1.643 1.104
19 H -1.674 3.435 0.400
20 H -2.495 2.108 -1.633
21 H -1.712 -0.486 -1.079
22 H -0.400 1.972 2.025
23 C 1.652 3.199 -3.403
24 C 1.765 1.960 -2.554
25 C 2.092 2.044 -1.208
26 C 2.192 0.902 -0.421
27 C 1.968 -0.339 -0.985
28 C 1.653 -0.448 -2.338
29 C 1.554 0.696 -3.108
30 S 1.984 -1.785 0.040
31 O 2.759 -2.767 -0.664
32 O 2.429 -1.347 1.354
33 O 0.534 -2.157 0.156
34 H 1.673 4.099 -2.789
35 H 0.723 3.203 -3.978
36 H 2.474 3.270 -4.120
37 H 2.264 3.018 -0.761
38 H 2.432 0.965 0.633
39 H 1.484 -1.425 -2.773
40 H 1.300 0.611 -4.159

2S+1	2
total charge	-1
energy relative to the best compared isomer or geometry (same formula, charge and spin)	0.753	eV
HOMO-LUMO gap (spin up / spin down)	5.7839 / 5.1889	eV

No. 2
# C3H2N4

A single C3H2N4 molecule (ωB97M-V/def2-TZVPD, the Open Molecules 2025 dataset).

Positions of all 9 atoms, in Å:
1 N 3.137 0.104 0.017
2 C 1.983 0.162 0.061
3 C 0.552 0.169 0.093
4 C -0.323 -0.834 -0.210
5 N -1.581 -0.327 0.093
6 N -1.367 0.977 0.558
7 N -0.147 1.286 0.484
8 H -0.120 -1.846 -0.545
9 H -2.135 0.308 -0.550

structure (SMILES)	N#Cc1c[nH]nn1
energy relative to the best compared isomer or geometry (same formula, charge and spin)	2.232	eV
HOMO-LUMO gap	10.9632	eV

No. 3
# C10H17BrO2

2 unconnected molecules or ions with the total composition C10H17BrO2 (ωB97M-V/def2-TZVPD, the Open Molecules 2025 dataset).

Positions of all 30 atoms, in Å:
1 C -0.970 -0.978 0.164
2 C 0.198 2.383 -0.065
3 C -0.166 -2.030 0.248
4 C -0.960 1.902 -0.485
5 C 0.503 -2.378 1.546
6 C 0.166 -2.969 -0.872
7 C -2.270 2.375 0.068
8 C -1.691 -0.454 -1.040
9 C -1.027 0.839 -1.545
10 C 3.218 0.862 0.989
11 O 3.888 1.986 0.909
12 O 2.603 0.409 1.889
13 Br 3.397 -0.051 -0.698
14 H -1.112 -0.377 1.054
15 H 0.271 3.148 0.690
16 H 0.237 -1.672 2.327
17 H 0.218 -3.381 1.865
18 H 1.585 -2.364 1.424
19 H -0.292 -2.679 -1.811
20 H 1.246 -3.002 -1.014
21 H -0.166 -3.977 -0.619
22 H -2.996 2.507 -0.731
23 H -2.152 3.316 0.602
24 H -2.672 1.642 0.768
25 H -2.731 -0.245 -0.774
26 H -1.695 -1.182 -1.850
27 H -1.597 1.218 -2.399
28 H -0.018 0.603 -1.886
29 H 3.855 2.507 1.729
30 H 1.130 2.040 -0.483

structure (SMILES)	C=C(C)CCC=C(C)C.O=C(O)Br
HOMO-LUMO gap	9.0226	eV

Molar mass / g/mol: 448.71; 94.08; 249.15
F_max / eV/A: 1.3; 2.5; 1.1